{"formula": "C5H6NO", "method": "wB97M-V/def2-TZVPD", "symbols": ["C", "C", "O", "C", "C", "N", "C", "H", "H", "H", "H", "H", "H"], "coordinates": [[-1.3906, -0.2325, 0.7532], [-0.2637, -0.7686, 0.1110], [-0.3843, -1.9725, -0.5146], [0.2483, -2.1043, -1.5915], [1.1160, -0.4526, -1.5381], [0.7775, -0.0026, -0.4584], [1.1930, 1.2879, 0.0831], [-1.1273, 0.7384, 1.0959], [-1.8787, -0.9235, 1.5186], [-2.4007, -0.2246, 0.1183], [1.7772, 1.0360, 1.0039], [0.3544, 1.9579, 0.1662], [1.9788, 1.6609, -0.7475]], "forces_ev_per_angstrom": [[-4.1, -0.8, 0.3], [0.7, -0.1, 0.2], [-0.4, -0.4, 0.5], [1.3, 0.9, -1.1], [1.3, -3.0, -4.8], [-2.6, 0.8, 3.6], [3.5, 0.3, -1.3], [-0.4, 0.7, 0.7], [1.3, 0.8, -0.3], [2.2, 0.5, 0.4], [-0.8, 0.7, -0.5], [-0.1, 0.2, 0.2], [-1.9, -0.5, 2.1]], "nbo_charge": [-0.76, 0.58, -0.45, 0.49, 0.35, -0.47, -0.43, 0.26, 0.32, 0.31, 0.26, 0.25, 0.28], "orbital_gap_ev": [7.7751, 7.0821], "fmax_ha_per_bohr": 0.1142, "spin_multiplicity": 1, "e_above_lowest_ev": 8.738, "homo_ha": [-0.54219, -0.52230], "lumo_energy_ev": [-6.98, -7.13], "e_tot_ha": -323.5489, "smiles": "Cc1oc#c[n+]1C", "total_charge": 1}